# 1
Below is the ion C5H13N2S with charge +1 at a distorted geometry, with properties calculated with wB97M-V/def2-TZVPD.

max |F|: 4.81 eV Å⁻¹
net charge: +1
relative energy (zero: lowest compared OMol25 entry of this formula, charge and spin): 82.3 kcal per mole
highest occupied orbital energy: -11.13 eV
gap between HOMO and LUMO: 7.34 eV

```
21
C5H13N2S | the Open Molecules 2025 dataset | wB97M-V/def2-TZVPD
C 2.335 -1.279 -0.914
H -0.557 0.969 1.426
C -0.623 -0.682 0.181
H -1.903 2.401 -0.083
H 1.606 -1.216 1.284
H 0.186 2.652 -0.457
S 1.857 1.063 0.455
N -2.096 1.417 -0.045
H -1.380 -2.443 0.879
N -1.257 -1.418 1.109
H 3.354 -1.360 -0.457
C -0.716 0.793 0.378
C 1.628 -0.620 0.263
H -2.888 0.866 0.379
H 0.525 1.098 -1.441
H -2.372 1.344 -1.112
C 0.328 1.508 -0.376
H 1.818 -2.236 -1.047
H -0.681 -1.113 -0.736
H 2.312 -0.528 -1.743
H -1.476 -1.217 2.056
```

Okay, here come the natural (NBO) numbers, in e, for every atom:
1. C -0.664
2. H 0.247
3. C 0.007
4. H 0.458
5. H 0.234
6. H 0.241
7. S 0.289
8. N -0.733
9. H 0.411
10. N -0.831
11. H 0.245
12. C -0.113
13. C -0.419
14. H 0.474
15. H 0.244
16. H 0.445
17. C -0.589
18. H 0.226
19. H 0.205
20. H 0.219
21. H 0.405

=====

# 2
Below is a structure of composition C26H23N3O3PS5V at a distorted geometry, with properties calculated with wB97M-V/def2-TZVPD.

max |F|: 2.83 eV Å⁻¹
net charge: -2
relative energy (zero: lowest compared OMol25 entry of this formula, charge and spin): 58.0 kcal per mole
multiplicity: 3
⟨S²⟩: 2.040
highest occupied orbital energy (alpha / beta): -0.59 / -0.58 eV
gap between HOMO and LUMO (alpha / beta): 5.02 / 5.00 eV

```
62
C26H23N3O3PS5V | the Open Molecules 2025 dataset | wB97M-V/def2-TZVPD
S 0.716 -3.657 0.648
C 1.325 1.658 -2.546
H -0.110 2.980 -4.393
C -3.384 2.426 -5.060
C -5.288 -2.180 -1.483
C -1.456 1.905 -3.111
V -0.145 0.116 0.050
S 3.604 -3.344 0.096
H 3.082 2.012 3.202
C -2.544 -1.658 -1.622
C -3.723 1.709 -3.921
C -0.418 3.291 -0.918
H -5.286 -0.827 0.194
C 3.855 1.457 -3.699
H 4.042 0.611 2.724
C -1.124 2.624 -4.256
N 0.307 -0.470 1.855
C 2.784 0.763 -4.244
C -4.695 -1.311 -0.576
H -3.025 0.901 -2.056
O 0.043 4.122 1.278
C -2.765 1.453 -2.951
O 1.892 1.007 1.197
C 2.413 2.317 -1.977
H 4.510 2.740 -2.111
C -2.084 2.885 -5.222
C -3.329 -1.031 -0.638
C 1.599 -0.604 4.273
H -4.131 2.631 -5.819
O -0.501 1.956 1.065
C 1.423 0.276 2.059
H 0.697 0.286 -4.070
H -4.974 -3.454 -3.188
H 0.073 -1.949 4.872
C -0.196 -1.221 2.837
C 1.527 0.855 -3.669
S -2.577 0.141 0.423
H -2.533 -2.991 -3.288
N -1.351 -1.865 2.646
H 2.177 -0.637 5.186
H -6.352 -2.386 -1.419
H -4.731 1.336 -3.789
C -0.252 3.122 0.620
C -4.516 -2.782 -2.469
H 0.273 4.024 -1.332
H -1.817 3.447 -6.110
C -3.155 -2.522 -2.534
H -1.641 -1.919 1.676
H -1.438 3.653 -1.060
H -1.493 -2.699 3.190
N 2.077 0.190 3.292
C 3.669 2.223 -2.558
H 2.935 0.131 -5.111
S -0.818 -1.403 -1.659
C 2.025 -2.729 0.130
C 3.293 0.968 3.431
H 2.282 2.875 -1.057
C 0.464 -1.311 4.095
S 1.844 -1.159 -0.626
P -0.294 1.640 -1.712
H 3.664 0.876 4.450
H 4.837 1.387 -4.152
```

Okay, here come the natural (NBO) numbers, in e, for every atom:
1. S -0.339
2. C -0.359
3. H 0.218
4. C -0.224
5. C -0.268
6. C -0.331
7. V 0.678
8. S -0.369
9. H 0.228
10. C -0.243
11. C -0.232
12. C -0.851
13. H 0.200
14. C -0.217
15. H 0.230
16. C -0.202
17. N -0.628
18. C -0.229
19. C -0.273
20. H 0.242
21. O -0.708
22. C -0.115
23. O -0.590
24. C -0.189
25. H 0.200
26. C -0.233
27. C -0.106
28. C 0.111
29. H 0.194
30. O -0.761
31. C 0.791
32. H 0.223
33. H 0.187
34. H 0.217
35. C 0.511
36. C -0.127
37. S -0.254
38. H 0.207
39. N -0.728
40. H 0.200
41. H 0.185
42. H 0.210
43. C 0.814
44. C -0.254
45. H 0.235
46. H 0.195
47. C -0.224
48. H 0.442
49. H 0.253
50. H 0.389
51. N -0.399
52. C -0.211
53. H 0.201
54. S -0.115
55. C -0.494
56. C -0.395
57. H 0.225
58. C -0.360
59. S -0.152
60. P 1.013
61. H 0.185
62. H 0.196

=====

- Which value of relative energy (zero: lowest compared OMol25 entry of this formula, charge and spin) does entry 2 give?
  58.0 kcal per mole